w.
{
  "formula": "C37H36Cl2N5O5V",
  "method": "ωB97M-V/def2-TZVPD",
  "lumo_energy_ev": [-3.135, -2.572],
  "charge": 1,
  "spin_multiplicity": 2,
  "homo_lumo_gap_ha": [0.259, 0.280],
  "symbols": ["V", "C", "N", "C", "C", "N", "C", "C", "C", "C", "C", "C", "N", "C", "N", "C", "C", "C", "C", "C", "C", "N", "H", "H", "H", "H", "H", "H", "H", "H", "H", "H", "H", "H", "H", "H", "H", "Cl", "C", "Cl", "H", "H", "C", "C", "C", "C", "O", "H", "H", "H", "H", "H", "H", "H", "H", "H", "O", "C", "O", "C", "C", "C", "C", "O", "C", "O", "C", "C", "H", "H", "H", "H", "H", "C", "C", "C", "C", "C", "C", "C", "C", "H", "H", "H", "H", "H"],
  "positions_angstrom": [[0.487, 0.146, 0.213], [0.241, -0.639, 3.232], [1.207, -0.767, 2.124], [1.556, -2.180, 1.914], [0.469, -2.742, 1.069], [-0.325, -1.948, 0.392], [-1.086, -2.792, -0.431], [-2.038, -2.514, -1.409], [-2.610, -3.586, -2.063], [-2.254, -4.910, -1.768], [-1.301, -5.201, -0.813], [-0.727, -4.115, -0.166], [0.267, -4.043, 0.804], [-0.641, 0.532, 2.988], [-0.831, 1.017, 1.788], [-1.686, 2.115, 1.954], [-2.165, 3.056, 1.044], [-2.999, 4.043, 1.528], [-3.349, 4.114, 2.885], [-2.860, 3.209, 3.803], [-2.021, 2.220, 3.305], [-1.328, 1.195, 3.938], [0.751, -0.562, 4.196], [-0.374, -1.542, 3.254], [2.053, -0.247, 2.351], [1.677, -2.719, 2.859], [2.490, -2.230, 1.356], [-2.303, -1.501, -1.661], [-3.347, -3.401, -2.832], [-2.729, -5.719, -2.307], [-1.012, -6.219, -0.590], [0.788, -4.813, 1.189], [-1.887, 3.035, 0.002], [-3.388, 4.785, 0.845], [-4.006, 4.905, 3.219], [-3.112, 3.272, 4.853], [-1.328, 0.988, 4.922], [3.758, 0.705, 4.040], [5.141, 0.404, 2.959], [4.669, -0.508, 1.521], [5.877, -0.164, 3.514], [5.528, 1.367, 2.646], [1.140, 3.876, -0.083], [2.132, 2.734, -0.193], [2.573, 2.491, -1.625], [3.309, 2.907, 0.752], [1.429, 1.529, 0.235], [1.642, 4.807, -0.348], [0.760, 3.967, 0.935], [0.311, 3.723, -0.773], [3.129, 3.362, -1.978], [1.705, 2.340, -2.264], [3.217, 1.613, -1.683], [3.836, 3.830, 0.509], [4.002, 2.073, 0.645], [2.966, 2.968, 1.787], [-0.847, 2.242, -2.238], [-1.432, 1.321, -1.716], [-0.800, 0.338, -1.079], [-2.918, 1.217, -1.680], [-3.649, 1.949, -2.605], [-5.045, 1.950, -2.592], [-5.651, 1.207, -1.608], [-6.981, 1.066, -1.363], [-7.093, 0.132, -0.286], [-5.775, -0.125, 0.203], [-4.923, 0.486, -0.673], [-3.557, 0.461, -0.681], [-3.111, 2.530, -3.341], [-5.624, 2.509, -3.312], [-7.532, -0.796, -0.659], [-7.696, 0.569, 0.508], [-2.994, -0.094, 0.057], [1.868, -0.878, -0.842], [2.717, -1.483, -1.465], [3.728, -2.192, -2.199], [5.040, -1.714, -2.222], [6.021, -2.399, -2.919], [5.704, -3.565, -3.602], [4.401, -4.044, -3.588], [3.416, -3.364, -2.891], [5.278, -0.798, -1.695], [7.034, -2.020, -2.935], [6.471, -4.098, -4.149], [4.151, -4.948, -4.127], [2.396, -3.726, -2.883]],
  "mulliken_charge": [0.7499, -0.7253, 0.4083, -1.1518, 0.2874, 0.5258, 0.0654, 0.0096, -1.1431, -0.4363, -1.2591, 0.3123, 0.0183, -0.2802, 0.2733, -0.3716, 0.5704, -1.4357, -0.6867, -1.1555, 0.5473, -0.1229, 0.5422, 0.2273, -0.5314, 0.5266, 0.3195, 0.4929, 0.4792, 0.4068, 0.4374, 0.2406, 0.4826, 0.5145, 0.4327, 0.4535, 0.2600, -0.1327, -0.5010, -0.0193, 0.4141, 0.3372, -1.4957, 1.3044, -1.3575, -1.3028, 0.1404, 0.5723, 0.3162, 0.1885, 0.5101, 0.2093, 0.2127, 0.4544, 0.1298, 0.3231, -0.6549, -0.2988, 0.1299, 0.2219, -0.8146, -1.0380, 0.8265, -0.4961, -0.2672, -0.5376, 0.6561, -0.4458, 0.5392, 0.4727, 0.2700, 0.2641, 0.8911, 0.4767, 0.5850, -0.0400, -0.2782, -0.6544, -0.4851, -0.5739, -0.4827, 0.4231, 0.4009, 0.3927, 0.4041, 0.5254]
}

=====

x.
{
  "formula": "C37H36Cl2N5O5V",
  "method": "ωB97M-V/def2-TZVPD",
  "lumo_energy_ev": [-3.047, -2.565],
  "charge": 1,
  "spin_multiplicity": 2,
  "homo_lumo_gap_ha": [0.268, 0.286],
  "symbols": ["V", "C", "N", "C", "C", "N", "C", "C", "C", "C", "C", "C", "N", "C", "N", "C", "C", "C", "C", "C", "C", "N", "H", "H", "H", "H", "H", "H", "H", "H", "H", "H", "H", "H", "H", "H", "H", "Cl", "C", "Cl", "H", "H", "C", "C", "C", "C", "O", "H", "H", "H", "H", "H", "H", "H", "H", "H", "O", "C", "O", "C", "C", "C", "C", "O", "C", "O", "C", "C", "H", "H", "H", "H", "H", "C", "C", "C", "C", "C", "C", "C", "C", "H", "H", "H", "H", "H"],
  "positions_angstrom": [[-0.842, -0.202, -0.224], [-3.695, -0.237, -2.171], [-3.083, -1.322, -1.391], [-2.508, -2.375, -2.230], [-1.250, -1.881, -2.861], [-0.618, -0.824, -2.441], [0.458, -0.638, -3.326], [1.404, 0.383, -3.427], [2.370, 0.263, -4.404], [2.389, -0.827, -5.291], [1.416, -1.804, -5.251], [0.450, -1.676, -4.259], [-0.666, -2.444, -3.940], [-3.109, 1.092, -1.832], [-1.905, 1.310, -1.373], [-1.789, 2.701, -1.226], [-0.713, 3.474, -0.801], [-0.894, 4.839, -0.762], [-2.109, 5.432, -1.136], [-3.176, 4.673, -1.576], [-2.977, 3.298, -1.622], [-3.800, 2.239, -2.006], [-4.771, -0.182, -2.009], [-3.537, -0.420, -3.236], [-3.747, -1.718, -0.744], [-3.198, -2.703, -3.014], [-2.286, -3.244, -1.611], [1.360, 1.243, -2.774], [3.133, 1.026, -4.494], [3.178, -0.895, -6.029], [1.405, -2.622, -5.960], [-0.966, -3.279, -4.411], [0.217, 3.006, -0.505], [-0.081, 5.472, -0.427], [-2.212, 6.508, -1.079], [-4.115, 5.124, -1.875], [-4.745, 2.311, -2.338], [-4.631, 0.879, 1.161], [-4.136, -0.085, 2.559], [-2.944, -1.337, 2.124], [-5.010, -0.581, 2.954], [-3.684, 0.572, 3.291], [0.871, -3.576, -0.677], [0.112, -3.000, 0.516], [-0.924, -3.981, 1.039], [1.086, -2.652, 1.634], [-0.535, -1.770, 0.085], [1.654, -4.247, -0.325], [1.339, -2.764, -1.240], [0.211, -4.137, -1.344], [-1.766, -4.089, 0.352], [-0.456, -4.956, 1.176], [-1.318, -3.653, 2.003], [0.551, -2.189, 2.466], [1.848, -1.959, 1.271], [1.571, -3.561, 1.993], [-1.785, 2.705, 2.204], [-1.199, 1.664, 2.201], [-1.091, 0.914, 1.073], [-0.609, 1.049, 3.413], [-1.177, 1.339, 4.642], [-0.742, 0.701, 5.806], [0.273, -0.211, 5.669], [0.840, -0.986, 6.631], [1.890, -1.722, 5.996], [1.888, -1.367, 4.608], [0.886, -0.451, 4.449], [0.468, 0.152, 3.299], [-1.964, 2.082, 4.688], [-1.179, 0.914, 6.773], [1.707, -2.790, 6.102], [2.847, -1.459, 6.444], [0.955, -0.015, 2.346], [1.054, 0.275, -0.265], [2.220, 0.607, -0.220], [3.572, 1.097, -0.234], [3.822, 2.382, -0.731], [5.114, 2.884, -0.750], [6.168, 2.113, -0.276], [5.924, 0.838, 0.217], [4.635, 0.329, 0.238], [2.994, 2.978, -1.098], [5.299, 3.882, -1.130], [7.176, 2.506, -0.290], [6.745, 0.239, 0.592], [4.447, -0.666, 0.623]],
  "mulliken_charge": [0.5891, -1.0551, 0.0380, -1.5623, 0.1403, 1.0771, -0.0286, -0.4995, -0.9356, -0.5563, -1.1697, 0.8365, -0.0015, -0.3784, 0.8436, -0.0050, -0.0861, -0.8963, -0.6437, -1.0945, 0.6117, 0.0179, 0.5745, 0.2528, 0.4054, 0.5935, 0.1918, 0.6214, 0.4517, 0.4082, 0.4410, 0.2387, 0.4855, 0.4681, 0.4018, 0.4413, 0.2408, -0.1092, -0.3273, -0.0308, 0.4635, 0.0806, -1.3351, 1.3666, -1.5281, -1.2755, 0.2353, 0.5285, 0.1286, 0.3192, 0.2057, 0.4635, 0.3073, 0.0776, 0.0228, 0.6114, -0.5846, -0.5247, 0.1182, 0.0342, -0.8084, -1.1643, 0.9549, -0.4895, -0.3167, -0.5188, 0.6701, -0.8459, 0.5507, 0.4510, 0.2906, 0.2476, 1.1465, -0.0463, 0.5348, 0.0363, -0.2409, -0.7351, -0.4840, -0.6332, -0.3772, 0.4133, 0.4078, 0.4001, 0.4035, 0.4473]
}

=====

Which structure is the least stable? The one labeled x.

=====

w.
{
  "formula": "H34O17",
  "method": "ωB97M-V/def2-TZVPD",
  "lumo_energy_ev": -0.853,
  "charge": 0,
  "homo_lumo_gap_ha": 0.337,
  "symbols": ["O", "H", "H", "O", "H", "H", "O", "H", "H", "O", "H", "H", "O", "H", "H", "O", "H", "H", "O", "H", "H", "O", "H", "H", "O", "H", "H", "O", "H", "H", "O", "H", "H", "O", "H", "H", "O", "H", "H", "O", "H", "H", "O", "H", "H", "O", "H", "H", "O", "H", "H"],
  "positions_angstrom": [[-0.516, 3.135, 1.477], [0.360, 2.831, 1.620], [-0.847, 3.068, 2.391], [-1.772, 2.001, -0.451], [-2.214, 1.356, 0.055], [-1.407, 2.514, 0.253], [2.008, 2.332, 1.651], [1.920, 1.834, 2.463], [2.782, 1.954, 1.250], [-1.558, -1.677, 3.648], [-1.179, -1.112, 2.952], [-2.069, -2.298, 3.093], [-1.032, -2.671, 0.509], [-1.818, -3.111, 0.703], [-1.303, -1.766, 0.469], [-0.933, -2.766, -2.241], [-0.339, -3.437, -2.472], [-0.672, -2.552, -1.363], [0.253, -0.043, -0.192], [0.357, -0.015, 0.758], [-0.441, 0.587, -0.307], [3.474, -0.675, 1.653], [3.848, -0.822, 0.775], [2.578, -0.768, 1.549], [-0.545, 2.507, -3.240], [-1.026, 3.323, -3.027], [-1.094, 1.747, -2.888], [0.635, -0.648, 2.415], [1.062, -1.245, 3.041], [0.377, 0.049, 2.970], [2.678, 0.930, -0.910], [1.785, 0.709, -0.777], [2.786, 1.170, -1.853], [-1.415, -0.133, -3.004], [-1.836, -0.325, -3.880], [-1.059, -0.980, -2.661], [-3.333, -1.017, -1.413], [-3.733, -0.319, -0.902], [-2.571, -0.629, -1.882], [0.969, 3.384, -1.079], [1.460, 2.547, -0.939], [0.041, 3.186, -1.218], [-2.098, -0.189, 1.407], [-3.051, -0.174, 1.478], [-1.943, 0.528, 2.028], [2.179, -1.659, -1.879], [2.438, -0.795, -1.598], [2.980, -2.141, -2.081], [1.806, -2.899, 0.698], [0.976, -2.497, 0.984], [2.051, -2.328, -0.035]],
  "mulliken_charge": [-0.6125, 0.4122, 0.2766, -0.6863, 0.0713, 0.4994, -0.7325, 0.2943, 0.3264, -0.6589, 0.3658, 0.3193, -0.5787, 0.2434, 0.3190, -0.6644, 0.2717, 0.3268, 0.6680, 0.1207, -0.1707, -0.6513, 0.3669, 0.2034, -0.6323, 0.3387, 0.3489, -0.6079, 0.2841, 0.2287, -0.7403, 0.4143, 0.3357, -0.7582, 0.2636, 0.3230, -0.6258, 0.2871, 0.3935, -0.6599, 0.3525, 0.2207, -0.6184, 0.2375, 0.2818, -0.5993, 0.3659, 0.2797, -0.6716, 0.2847, 0.3433]
}

=====

x.
{
  "formula": "H34O17",
  "method": "ωB97M-V/def2-TZVPD",
  "lumo_energy_ev": -0.327,
  "charge": 0,
  "homo_lumo_gap_ha": 0.356,
  "symbols": ["O", "H", "H", "O", "H", "H", "O", "H", "H", "O", "H", "H", "O", "H", "H", "O", "H", "H", "O", "H", "H", "O", "H", "H", "O", "H", "H", "O", "H", "H", "O", "H", "H", "O", "H", "H", "O", "H", "H", "O", "H", "H", "O", "H", "H", "O", "H", "H", "O", "H", "H"],
  "positions_angstrom": [[-0.186, -1.293, -2.385], [0.767, -1.471, -2.290], [-0.234, -1.115, -3.314], [-1.250, -3.386, -1.044], [-0.412, -3.318, -0.531], [-1.077, -2.688, -1.634], [-0.312, 1.671, -2.867], [-0.733, 1.814, -3.739], [0.528, 1.323, -3.129], [0.256, 2.622, 1.252], [1.013, 2.567, 0.716], [0.584, 3.160, 1.994], [-0.759, 1.040, 3.073], [-1.683, 1.075, 3.208], [-0.410, 1.740, 2.409], [-2.045, 0.084, 0.438], [-2.145, 0.110, -0.500], [-2.857, -0.472, 0.752], [0.602, -0.113, -0.149], [0.232, -0.396, -0.966], [-0.228, 0.048, 0.291], [-2.957, 2.299, 1.872], [-3.856, 1.901, 1.867], [-2.507, 1.626, 1.306], [2.810, 0.962, 1.419], [3.401, 0.520, 2.036], [1.962, 0.560, 1.512], [0.907, -2.998, 0.564], [1.602, -3.704, 0.562], [1.151, -2.363, 1.284], [2.307, -2.317, -1.510], [2.453, -3.245, -1.705], [1.737, -2.347, -0.748], [-1.737, 2.906, -0.653], [-1.305, 2.560, -1.448], [-1.143, 2.637, 0.023], [-2.681, 0.152, -2.073], [-1.967, 0.171, -2.728], [-3.361, 0.821, -2.208], [1.018, -1.232, 2.619], [0.811, -1.820, 3.400], [0.424, -0.475, 2.804], [3.576, 0.511, -1.196], [3.041, 0.851, -0.471], [3.577, -0.402, -0.959], [-1.849, -2.741, 2.521], [-1.402, -2.177, 1.878], [-1.664, -3.622, 2.129], [1.651, 2.829, -1.045], [2.557, 3.131, -1.254], [1.814, 1.984, -1.406]],
  "mulliken_charge": [-0.6071, 0.2573, 0.2533, -0.7321, 0.3255, 0.4281, -0.5720, 0.2862, 0.2178, -0.6673, 0.2901, 0.3496, -0.6736, 0.3175, 0.3963, -0.5640, 0.2653, 0.2987, 1.0641, -0.0358, -0.2056, -0.6406, 0.3075, 0.2680, -0.7286, 0.2869, 0.2966, -0.6555, 0.2816, 0.3078, -0.6930, 0.2990, 0.4009, -0.6220, 0.3906, 0.3147, -0.6459, 0.2319, 0.2935, -0.6428, 0.3301, 0.2529, -0.7286, 0.3437, 0.3166, -0.6674, 0.2346, 0.3474, -0.6304, 0.3702, 0.0882]
}

=====

y.
{
  "formula": "H34O17",
  "method": "ωB97M-V/def2-TZVPD",
  "lumo_energy_ev": -0.425,
  "charge": 0,
  "homo_lumo_gap_ha": 0.362,
  "symbols": ["O", "H", "H", "O", "H", "H", "O", "H", "H", "O", "H", "H", "O", "H", "H", "O", "H", "H", "O", "H", "H", "O", "H", "H", "O", "H", "H", "O", "H", "H", "O", "H", "H", "O", "H", "H", "O", "H", "H", "O", "H", "H", "O", "H", "H", "O", "H", "H", "O", "H", "H"],
  "positions_angstrom": [[-2.914, 0.639, 2.404], [-2.945, 1.360, 1.903], [-2.069, 0.711, 2.922], [-0.068, 5.344, 0.617], [-0.554, 4.661, 0.244], [0.765, 5.573, 0.180], [-2.947, -2.044, -1.908], [-3.338, -2.350, -1.022], [-2.372, -2.812, -2.107], [3.381, 0.184, 0.233], [3.770, -0.504, -0.368], [3.075, -0.046, 1.029], [-2.404, 2.781, 0.952], [-3.269, 2.936, 0.453], [-1.981, 2.041, 0.568], [1.059, 1.451, 3.053], [1.077, 2.469, 3.221], [1.621, 1.263, 2.238], [-1.918, -3.597, 4.661], [-2.080, -3.643, 3.763], [-1.129, -3.066, 4.859], [-0.425, -2.163, -1.144], [-0.077, -2.593, -0.410], [-1.242, -2.027, -0.927], [-3.826, 1.376, -3.639], [-3.714, 1.136, -4.563], [-4.649, 1.745, -3.571], [2.283, -3.991, -0.052], [1.412, -4.365, 0.504], [2.700, -4.789, -0.638], [2.206, -2.485, -3.673], [2.921, -1.875, -3.523], [1.844, -2.933, -2.899], [-1.600, -1.593, 2.504], [-2.555, -1.386, 2.823], [-1.225, -0.641, 2.498], [2.950, 3.487, -2.468], [2.543, 3.579, -3.431], [2.563, 2.820, -2.036], [2.354, 2.617, 0.032], [3.286, 2.791, 0.266], [2.233, 1.599, -0.124], [2.930, -1.651, 2.573], [2.649, -0.828, 3.029], [2.147, -1.576, 1.987], [2.060, -0.247, -3.057], [2.148, -0.184, -2.140], [1.191, -0.563, -3.365], [-2.436, 0.518, -0.364], [-3.315, 0.509, -0.718], [-2.119, 0.365, -1.367]],
  "mulliken_charge": [-0.6284, 0.3386, 0.3159, -0.6119, 0.2885, 0.3162, -0.6677, 0.3306, 0.2991, -0.6246, 0.2788, 0.2920, -0.7525, 0.3104, 0.4488, -0.6299, 0.3192, 0.3252, -0.5987, 0.2860, 0.3252, -0.4864, 0.2220, 0.3148, -0.5611, 0.2978, 0.2849, -0.6533, 0.3469, 0.3204, -0.6454, 0.3374, 0.3154, -0.6519, 0.4054, 0.2693, -0.5897, 0.3145, 0.3012, -0.6560, 0.3280, 0.3179, -0.6166, 0.3685, 0.2752, -0.6555, 0.3126, 0.3266, -0.6939, 0.2987, 0.2911]
}

=====

Which structure is the least stable? The one labeled y.